1.
Here is a gas-phase ion, C6H4N3O5S (charge -1) from OMol25. Energies are from ωB97M-V/def2-TZVPD.

HOMO level (spin up / spin down): -1.317 / -5.666 eV
Charge: -1
2S+1: 3

Geometry (Å):
C1 -0.13 -3.17 -1.96
C2 -0.63 -2.73 -0.78
C3 1.13 -2.76 -2.43
C4 1.16 2.21 0.78
C5 2.06 2.96 1.47
C6 2.98 1.03 1.07
N1 1.26 -1.49 -0.16
N2 2.08 -2.52 -3.01
N3 1.68 1.00 0.62
O1 3.86 0.21 0.96
O2 2.15 0.44 -1.81
O3 -0.13 0.46 -0.98
O4 -0.05 -1.91 0.14
O5 3.20 2.24 1.65
S1 1.23 -0.05 -0.81
H1 -0.58 -4.04 -2.45
H2 -1.52 -3.19 -0.32
H3 0.06 2.52 0.74
H4 1.98 3.92 1.81



2.
Here is C6H4N4OS in the gas phase from OMol25. Energies are from ωB97M-V/def2-TZVPD.

HOMO level (spin up / spin down): -8.380 / -8.380 eV
Relative energy (zero: lowest compared OMol25 entry of this formula, charge and spin): 53.11 kcal per mole

Geometry (Å):
C1 -2.40 0.58 0.03
C2 -1.20 -1.85 0.10
C3 -0.98 0.54 0.12
C4 -0.40 -0.75 -0.15
C5 -0.20 1.67 0.24
C6 1.00 -0.97 -0.16
N1 -3.54 0.78 0.06
N2 -1.88 -2.72 0.34
N3 -0.25 2.93 -0.11
N4 1.54 -2.19 -0.07
O1 3.27 -0.11 0.49
S1 2.12 0.39 -0.26
H1 -0.79 3.37 -0.98
H2 0.29 3.54 0.36
H3 0.87 -3.03 0.16
H4 2.54 -2.19 -0.17



3.
Here is a molecular structure, C6H4NO5 from OMol25. Energies are from ωB97M-V/def2-TZVPD.

HOMO level: -16.079 eV
Relative energy (zero: lowest compared OMol25 entry of this formula, charge and spin): 4.49 kcal per mole
Charge: +1

Geometry (Å):
C1 -0.45 1.35 0.70
C2 -0.12 -1.23 0.10
C3 2.22 -0.31 0.59
C4 1.52 0.33 -1.07
C5 -1.55 0.85 -0.09
C6 -1.50 -0.68 0.09
N1 0.80 -0.10 0.07
O1 0.03 2.09 1.32
O2 0.31 -2.34 0.22
O3 2.59 -0.68 1.60
O4 1.17 0.53 -2.17
O5 2.77 0.16 -0.54
H1 -2.55 1.47 0.05
H2 -1.23 0.95 -1.12
H3 -1.99 -1.19 -0.72
H4 -2.00 -1.20 0.97



4.
Here is C6H4O in the gas phase from OMol25. Energies are from ωB97M-V/def2-TZVPD.

HOMO level: -10.458 eV
Relative energy (zero: lowest compared OMol25 entry of this formula, charge and spin): 95.35 kcal per mole

Geometry (Å):
C1 -0.41 -2.20 1.02
C2 -0.24 -0.82 0.59
C3 -0.11 0.33 0.25
C4 -0.02 1.71 -0.18
O1 -0.47 2.64 0.45
C5 1.72 1.33 -1.89
C6 0.63 1.95 -1.52
H1 -1.45 -2.39 1.27
H2 0.20 -2.40 1.91
H3 -0.10 -2.90 0.23
H4 0.25 2.76 -2.14



5.
Here is 2 unconnected molecules or ions with the total composition C6H4O from OMol25. Energies are from ωB97M-V/def2-TZVPD.

HOMO level: -9.083 eV
Relative energy (zero: lowest compared OMol25 entry of this formula, charge and spin): 94.99 kcal per mole
SMILES: C=C=C=C=O.C#C

Geometry (Å):
C1 1.81 -0.28 0.97
C2 1.39 -0.84 -0.14
C3 0.75 -1.24 -1.18
C4 -0.52 -1.02 -1.51
O1 -1.57 -1.02 -2.00
H1 1.64 -0.76 1.93
H2 2.28 0.70 0.96
C5 -0.97 0.75 0.29
C6 -1.96 1.39 0.08
H3 -0.04 0.35 0.64
H4 -2.83 1.98 -0.05



6.
Here is C6H4O in the gas phase from OMol25. Energies are from ωB97M-V/def2-TZVPD.

HOMO level: -9.360 eV
Relative energy (zero: lowest compared OMol25 entry of this formula, charge and spin): 128.39 kcal per mole
SMILES: C#CC#C[C@H]1CO1

Geometry (Å):
C1 -2.04 -1.04 -1.82
C2 -2.30 -0.22 -0.96
C3 -1.53 0.33 -0.01
C4 -0.49 0.39 0.58
C5 0.83 -0.07 0.41
C6 1.91 0.84 0.74
O1 1.54 -0.25 1.61
H1 -2.50 -1.46 -2.64
H2 0.87 -0.83 -0.43
H3 1.69 1.86 1.06
H4 2.79 0.76 0.12



7.
Here is C6H4O in the gas phase from OMol25. Energies are from ωB97M-V/def2-TZVPD.

HOMO level (spin up / spin down): -4.761 / -9.790 eV
Relative energy (zero: lowest compared OMol25 entry of this formula, charge and spin): 0.00 kcal per mole
2S+1: 3

Geometry (Å):
C1 0.97 0.11 -0.08
C2 1.28 1.46 -0.55
C3 -1.31 -1.26 0.45
C4 -0.27 -0.30 0.12
C5 -1.70 -0.04 0.08
C6 0.37 2.33 -0.88
O1 -0.44 3.11 -1.18
H1 1.81 -0.53 0.11
H2 2.31 1.73 -0.62
H3 -1.57 -2.24 0.76
H4 -2.48 0.65 -0.09



8.
Here is C6H4O3 in the gas phase from OMol25. Energies are from ωB97M-V/def2-TZVPD.

HOMO level (spin up / spin down): -9.509 / -9.509 eV
Relative energy (zero: lowest compared OMol25 entry of this formula, charge and spin): 62.76 kcal per mole
SMILES: O=C/C=C\C=C1/OC1=O

Geometry (Å):
O1 1.57 -0.60 -0.67
C1 0.59 -1.00 -1.28
C2 -0.83 -0.96 -1.10
C3 -1.42 0.13 -0.54
C4 -0.63 0.95 0.33
C5 0.48 0.59 1.02
O2 0.94 -0.53 1.78
C6 1.37 0.72 2.16
O3 1.93 1.19 3.04
H1 0.86 -1.45 -2.28
H2 -1.58 -1.51 -1.76
H3 -2.36 0.42 -0.84
H4 -0.93 2.04 0.15